21
Properties=species:S:1:pos:R:3:forces:R:3:nbo_charge:R:1 method="wB97M-V/def2-TZVPD" orbital_gap_ev=9.211 total_energy_ha=-491.07702 charge=+1 multiplicity=1
O -3.762 -0.400 -0.359 -0.8 0.2 -0.1 -0.442
N -1.989 -1.817 0.222 1.3 -0.9 0.3 -0.871
N 0.464 -0.319 0.072 0.4 -1.1 -0.1 -0.246
N 0.151 0.994 0.088 -0.4 1.2 0.1 -0.253
N -1.655 2.399 0.168 0.4 0.6 -0.1 -0.751
C -1.191 1.184 0.253 -0.2 -0.6 -0.1 0.178
C 1.222 1.952 -0.095 0.2 0.1 -0.1 -0.457
C 1.604 -0.869 -0.135 -0.2 0.4 0.1 0.188
C -2.966 -1.162 -0.050 -0.2 0.5 -0.2 0.930
C 1.776 -2.328 -0.112 -0.1 -0.4 0.0 -0.677
H 0.837 -2.841 0.084 0.0 -0.1 0.0 0.236
H -1.118 3.247 -0.014 -0.2 -0.2 0.0 0.378
H 2.186 -2.670 -1.063 0.0 0.0 -0.1 0.267
H -2.651 2.527 0.263 0.1 0.0 0.0 0.425
H 2.507 -2.603 0.650 0.0 0.0 0.1 0.268
H 0.865 2.943 0.180 0.0 -0.1 0.0 0.234
H -1.964 -2.768 0.541 -0.4 -0.2 0.0 0.437
H 2.059 1.712 0.564 0.0 0.1 0.0 0.225
H 1.558 1.972 -1.134 0.1 0.0 0.0 0.226
H 2.478 -0.261 -0.330 -0.1 0.2 0.0 0.226
H -0.412 -0.892 0.209 0.1 0.1 0.0 0.480

=====

86
Properties=species:S:1:pos:R:3:forces:R:3:mulliken_charge:R:1 method="wB97M-V/def2-TZVPD" orbital_gap_ev=6.306 total_energy_ha=-3794.15063 charge=-1 multiplicity=1
S 4.164 8.665 2.299 0.1 0.1 -0.1 1.006
S 1.992 8.580 4.053 0.2 0.0 0.0 1.084
P 5.575 10.313 2.189 -0.1 -0.1 -0.1 0.818
O 0.069 5.270 1.533 -0.3 -0.5 0.0 -0.248
O 0.883 9.506 4.121 0.0 0.0 0.1 -0.707
O -1.049 -8.517 4.314 0.0 0.0 0.0 -0.614
O -6.779 1.031 0.178 0.0 0.0 0.0 -0.615
O 6.146 10.079 0.689 0.2 -0.1 0.1 -0.588
O 4.238 -9.244 -1.890 0.0 0.0 0.0 -0.625
O -1.328 -6.435 3.849 0.0 0.0 0.0 -0.611
O -0.864 -4.076 -1.236 0.0 0.1 0.0 -0.616
O -1.261 -3.102 -3.107 0.0 0.0 0.0 -0.645
O 2.377 7.933 5.284 0.0 0.0 0.0 -0.688
O 3.581 8.564 0.974 -0.1 0.0 0.0 -0.641
O 3.069 -8.335 -0.329 0.0 0.0 0.0 -0.596
O -0.622 3.849 -0.026 0.1 0.0 -0.1 -0.552
O 6.847 9.848 3.059 0.0 0.4 0.1 -0.509
O -4.855 0.225 0.709 0.0 0.0 0.0 -0.608
O 4.880 7.490 2.750 0.0 0.0 0.0 -0.654
N -0.989 -3.075 -1.921 0.0 0.0 0.0 1.143
N 3.514 -8.369 -1.457 -0.1 0.0 0.0 1.043
N -1.105 -7.586 3.535 0.0 0.0 0.0 1.027
N -5.817 0.316 -0.023 0.0 0.0 0.0 1.042
N 5.080 11.727 2.507 0.1 -0.1 0.0 -0.806
N 3.220 9.328 3.359 -0.1 -0.1 -0.1 -0.272
C -6.897 -0.404 -2.115 0.0 0.0 0.0 -0.527
C -0.463 -9.454 0.376 0.0 0.0 0.0 -0.412
C -0.453 -1.717 0.056 0.0 0.0 0.1 -0.262
C -0.930 -6.832 1.199 0.0 0.1 0.0 -0.481
C 1.956 -5.249 -2.766 0.0 0.0 0.0 -0.063
C -6.890 -1.172 -3.269 0.0 0.0 0.0 -0.312
C -0.416 0.686 -0.111 0.0 0.0 0.1 -0.380
C -0.770 0.605 -1.452 0.0 0.0 0.0 -0.612
C -5.824 -0.506 -1.250 0.0 0.0 0.0 0.053
C -0.889 -7.877 2.104 0.0 0.0 0.0 0.085
C 3.608 -7.302 -3.672 0.0 0.0 -0.1 -0.558
C -4.754 -1.345 -1.494 0.1 -0.1 0.0 -0.403
C -5.824 -2.021 -3.537 0.0 0.0 0.0 -0.626
C 3.134 -7.276 -2.373 0.0 0.0 0.0 -0.090
C 1.472 7.282 2.946 -0.2 0.0 -0.1 -0.823
C -4.760 -2.110 -2.650 0.0 0.0 0.0 -0.158
C 2.420 -5.250 -4.075 0.0 0.0 0.0 -0.531
C -0.795 6.182 -0.539 -0.1 0.0 0.0 -1.056
C -0.480 4.989 0.328 0.1 0.3 0.1 0.676
C 3.242 -6.274 -4.526 0.0 0.0 0.0 -0.353
C 2.313 -6.269 -1.899 0.0 0.0 0.0 -0.366
C -0.262 -0.474 0.640 0.0 0.0 0.0 -0.670
C 0.270 6.547 3.542 0.0 0.0 -0.2 -0.814
C -0.732 -7.113 -0.144 0.0 -0.1 0.0 -0.316
C -0.503 -8.422 -0.552 0.0 0.0 0.0 -0.667
C -0.670 6.107 2.444 0.1 0.2 0.0 -0.607
C -0.657 -9.186 1.721 0.0 0.0 0.0 -0.588
C -0.797 -1.767 -1.285 0.0 0.0 0.0 -0.188
C -0.962 -0.627 -2.053 0.0 0.1 -0.1 -0.248
H 6.769 10.780 0.459 -0.2 0.1 -0.1 0.325
H -1.514 5.531 2.832 0.0 0.0 0.0 0.359
H 0.024 6.900 -0.496 0.0 0.0 0.0 0.345
H -1.237 -0.704 -3.094 0.0 -0.1 0.0 0.494
H -0.277 -10.469 0.055 0.0 0.0 0.0 0.381
H 4.245 -8.111 -3.998 0.0 0.0 0.0 0.464
H -0.960 5.847 -1.558 0.0 0.0 0.0 0.314
H 2.137 -4.450 -4.746 0.0 0.0 0.0 0.418
H -1.112 -5.825 1.541 0.0 0.0 0.0 0.546
H -0.266 1.659 0.335 0.0 0.0 0.0 0.629
H -7.719 -1.104 -3.960 0.0 0.0 0.0 0.370
H -0.284 7.224 4.194 0.0 0.0 0.1 0.455
H -0.756 -6.310 -0.865 0.0 0.0 0.0 0.778
H 3.601 -6.275 -5.547 0.0 0.0 0.0 0.378
H -3.929 -2.771 -2.858 0.0 0.0 0.0 0.356
H 1.312 -4.456 -2.416 0.0 0.0 0.0 0.247
H -0.337 -2.628 0.624 0.0 0.0 0.0 0.485
H 2.310 6.618 2.741 0.1 0.0 0.1 0.525
H -1.692 6.684 -0.177 0.0 0.0 0.0 0.317
H 1.209 7.773 2.008 0.0 0.1 0.0 0.365
H -0.893 1.513 -2.026 0.0 0.0 0.0 0.453
H 1.961 -6.291 -0.878 0.0 0.0 0.0 0.613
H 0.010 -0.412 1.684 0.0 0.0 0.0 0.428
H -0.627 -9.968 2.464 0.0 0.0 0.0 0.469
H -5.823 -2.615 -4.442 0.0 0.0 0.0 0.391
H 0.593 5.690 4.130 0.0 0.0 0.0 0.285
H -1.058 6.988 1.926 0.0 0.0 0.0 0.379
H 4.116 11.768 2.815 0.0 0.1 0.0 0.341
H 7.538 9.448 2.525 -0.1 -0.3 0.0 0.321
H -7.714 0.264 -1.885 0.0 0.0 0.0 0.457
H -0.349 -8.635 -1.602 0.0 0.0 0.0 0.461
H -3.933 -1.402 -0.793 0.0 0.1 0.0 0.581

=====

63
Properties=species:S:1:pos:R:3:forces:R:3:nbo_charge:R:1 method="wB97M-V/def2-TZVPD" orbital_gap_ev=8.588 total_energy_ha=-1655.88396 charge=+1 multiplicity=1
O 3.265 -1.187 1.963 0.7 -1.1 0.0 -0.431
O -0.935 -0.732 2.894 -1.1 -1.1 -0.6 -0.391
O 4.969 -2.497 1.523 -1.8 0.6 0.5 -0.367
O -6.685 2.408 -0.552 1.1 0.9 1.1 -0.375
O -5.784 2.833 1.403 -0.2 0.3 -1.8 -0.367
O -2.165 -2.544 3.027 0.6 1.6 -0.8 -0.367
N 2.704 0.515 -1.668 -0.1 0.3 1.4 -0.406
N -1.838 -1.478 2.486 0.4 -0.5 1.1 0.504
N 3.828 -2.292 1.961 0.9 -0.1 -0.2 0.515
N 1.821 -3.026 -3.119 3.0 5.5 0.3 -0.555
N -5.956 3.073 0.199 -0.7 -1.1 0.6 0.513
C -5.254 4.227 -0.375 0.5 0.8 -0.4 0.019
C -4.404 4.995 0.432 0.0 0.0 0.0 -0.185
C 3.090 -3.436 2.510 -0.5 -0.6 0.3 0.064
C 4.866 0.767 -0.475 0.4 -1.4 -0.1 -0.449
C -2.565 -1.072 1.278 -0.5 0.2 -0.8 0.083
C 3.695 -4.699 2.547 0.1 -0.1 0.0 -0.198
C -5.450 4.558 -1.723 0.0 0.0 0.1 -0.185
C 5.257 1.131 -2.032 -1.4 -0.6 0.4 -0.413
C -3.916 -0.324 -1.040 0.0 -0.1 0.1 -0.166
C -4.798 5.671 -2.258 0.1 -0.1 0.4 -0.212
C -2.883 0.476 -0.550 0.0 -0.4 0.2 -0.225
C -2.203 0.108 0.613 0.0 -0.1 0.0 -0.218
C -3.756 6.104 -0.115 -0.2 -0.2 -0.2 -0.214
C 3.722 0.998 -2.677 1.7 3.9 -1.7 -0.272
C -3.957 6.442 -1.454 0.0 -0.1 0.0 -0.176
C 1.076 -4.353 3.480 0.3 0.0 -0.1 -0.208
C 3.228 0.872 -0.263 2.5 1.2 2.2 -0.292
C 2.980 -5.788 3.051 -0.1 0.4 -0.1 -0.209
C 2.473 -1.794 -2.971 -2.1 -4.1 -1.9 0.042
C 2.359 -0.953 -1.569 -1.9 -2.9 -1.0 -0.309
C -3.608 -1.873 0.793 0.1 0.1 0.0 -0.195
C -4.282 -1.493 -0.370 0.3 0.2 0.1 -0.201
C 1.674 -5.614 3.511 0.1 0.1 -0.1 -0.154
C 1.782 -3.256 2.981 0.0 0.0 0.0 -0.204
H 1.214 -1.001 -1.235 2.6 0.0 -0.7 0.276
H -5.090 -2.110 -0.756 0.2 0.1 0.1 0.235
H 1.874 1.169 -1.757 0.8 -1.7 -0.3 0.460
H 3.658 0.657 -3.795 -0.2 -0.1 2.6 0.267
H -3.097 6.709 0.504 -0.2 -0.2 -0.1 0.227
H -6.102 3.967 -2.363 0.1 0.0 0.3 0.252
H -4.240 4.747 1.478 -0.2 -0.1 -0.3 0.252
H -1.400 0.742 0.981 -0.2 -0.3 0.1 0.239
H 3.448 2.155 -2.777 0.4 -2.5 0.2 0.230
H -2.605 1.386 -1.077 -0.1 -0.1 0.2 0.220
H 3.440 -6.773 3.081 0.0 0.3 0.0 0.233
H 2.978 -1.550 -0.761 -1.0 1.7 -1.7 0.281
H -4.949 5.940 -3.301 0.0 -0.1 0.2 0.228
H 5.989 0.319 -2.461 -1.5 1.8 0.9 0.245
H 1.302 -2.280 2.964 0.2 -0.2 0.0 0.257
H 2.016 -3.409 -4.092 -0.1 0.8 1.5 0.360
H -3.456 7.312 -1.874 -0.1 -0.2 0.1 0.224
H 5.532 1.191 0.392 -1.6 -0.4 -1.9 0.277
H 0.058 -4.225 3.842 0.2 0.1 -0.1 0.245
H -3.902 -2.789 1.301 0.2 0.3 0.0 0.255
H 3.058 -1.434 -3.944 -1.0 -0.3 2.6 0.198
H 5.084 -0.389 -0.437 -0.5 2.1 0.2 0.231
H 2.818 1.890 0.147 0.9 -1.6 -1.5 0.240
H 5.640 2.224 -2.256 -0.8 -2.4 0.6 0.247
H 4.711 -4.851 2.189 -0.3 0.2 0.1 0.250
H 2.996 0.138 0.619 0.0 1.0 -2.3 0.312
H 1.118 -6.467 3.896 0.1 0.2 -0.1 0.231
H -4.439 -0.036 -1.950 0.1 0.0 0.2 0.230